Below is 2 unconnected molecules or ions with the total composition C35H31NO5S2 at a distorted geometry, with properties calculated with the ωB97M-V functional and the def2-TZVPD basis.

Summary:
Total energy = -2579.44663 a.u.
Orbital gap = 2.80 eV

Geometry as XYZ:
```
74
Properties=species:S:1:pos:R:3:forces:R:3
S 1.154 0.993 3.113 -0.5 -1.1 -1.2
S -0.681 -0.999 1.630 0.3 1.2 0.6
O -0.475 -1.231 0.213 -0.4 0.0 0.7
O 1.724 2.287 2.750 -0.7 0.1 0.2
O 0.810 0.715 4.496 0.3 0.2 -0.4
O -0.665 1.608 1.170 -0.3 1.7 -1.3
O -0.070 -1.870 2.617 -0.1 0.3 -0.5
N 4.766 4.650 7.328 0.0 -0.1 0.4
C -2.864 -1.418 3.273 -0.1 -0.2 -0.2
C 4.081 -2.076 1.447 -0.2 0.1 0.1
C 0.756 6.335 0.406 -0.1 0.1 0.0
C 1.609 4.658 4.580 -0.1 -0.1 0.0
C -5.169 -1.247 2.537 0.3 0.1 0.0
C 1.188 5.728 1.590 -0.3 0.1 0.1
C 0.373 4.883 3.886 0.9 1.0 0.6
C 3.688 5.611 5.380 -0.1 -0.2 0.0
C 1.741 3.603 5.513 0.3 0.2 0.2
C 2.992 0.082 1.335 -0.2 -0.2 0.0
C 3.807 -0.890 0.762 0.1 0.1 0.2
C -3.140 5.900 4.065 0.4 0.0 -0.1
C -1.512 6.595 1.273 0.1 -0.1 0.4
C 2.697 -1.324 3.292 0.0 0.1 -0.3
C 2.671 5.588 4.447 -0.2 0.0 0.0
C -2.593 4.974 6.250 -0.2 0.0 -0.1
C -1.322 4.584 5.813 -0.1 0.1 -0.1
C -0.569 6.771 0.250 0.4 -0.1 0.0
C -0.245 0.690 2.034 0.7 -1.5 1.9
C -2.440 -1.058 1.988 -0.3 0.5 -0.1
C -1.843 5.623 3.656 0.0 -0.6 1.0
C 3.540 -2.278 2.720 0.1 0.1 0.1
C 3.779 4.589 6.348 0.2 0.1 -0.3
C 2.861 3.510 6.313 0.0 0.3 -0.1
C -1.107 5.992 2.452 1.0 -0.2 -0.9
C -3.503 5.614 5.389 0.5 -0.3 0.2
C 0.260 5.567 2.615 -1.1 0.4 -0.4
C -0.927 4.927 4.524 -0.9 0.2 -0.6
C 5.822 3.653 7.337 0.0 -0.2 0.1
C -4.733 -0.791 1.290 0.2 0.1 0.1
C 2.379 -0.178 2.560 0.5 -0.2 0.5
C -3.367 -0.660 1.021 0.0 -0.3 0.1
C -1.055 2.904 1.710 0.2 -1.5 0.1
C -4.232 -1.537 3.534 0.3 0.2 -0.1
C 5.192 5.950 7.836 -0.2 -0.2 -0.5
H -0.179 3.329 2.197 -0.2 0.0 0.0
H -3.844 6.353 3.369 0.1 0.1 0.3
H -2.880 4.769 7.281 0.0 0.0 -0.3
H 2.804 1.036 0.845 -0.1 -0.3 0.0
H -4.486 5.905 5.770 0.3 -0.2 -0.2
H -2.543 6.918 1.156 0.2 0.0 -0.1
H 0.964 2.844 5.568 0.3 0.0 -0.1
H -3.009 -0.254 0.075 -0.1 -0.3 0.2
H -5.448 -0.516 0.515 0.1 -0.1 0.2
H 4.226 -0.700 -0.223 0.0 -0.1 0.2
H 6.171 3.529 8.368 0.0 -0.1 -0.2
H 2.210 5.383 1.734 -0.2 0.0 -0.3
H 4.463 6.381 5.348 -0.3 -0.2 0.0
H 6.677 3.972 6.710 -0.2 -0.1 0.1
H -4.551 -1.843 4.529 0.0 0.1 -0.3
H 5.868 6.462 7.128 0.0 0.0 0.3
H 4.300 6.570 7.993 0.3 -0.1 0.0
H 1.471 6.466 -0.404 -0.2 0.0 0.1
H 3.012 2.652 6.966 -0.1 0.3 0.0
H 2.286 -1.456 4.292 -0.1 -0.1 -0.4
H 5.707 5.793 8.795 -0.1 0.1 -0.3
H 3.762 -3.187 3.281 0.0 0.2 -0.2
H 4.727 -2.832 0.996 -0.2 0.2 0.1
H -0.857 7.254 -0.685 0.0 -0.2 0.3
H -1.377 3.526 0.875 0.0 -0.2 0.0
H 5.461 2.691 6.958 0.0 0.2 0.1
H -0.629 4.046 6.456 -0.3 0.2 0.1
H 2.664 6.322 3.640 -0.2 -0.1 0.4
H -1.849 2.732 2.445 0.0 0.2 -0.1
H -6.234 -1.328 2.752 0.3 0.0 -0.1
H -2.123 -1.601 4.052 -0.2 -0.1 -0.3
```
Forces are in eV/Å.

Below is a molecular structure, C35H32AsN13O3PbS2, with properties calculated with the ωB97M-V functional and the def2-TZVPD basis.

Summary:
Total energy = -5515.62483 a.u.
Orbital gap = 6.20 eV
Net charge = -2

Geometry as XYZ:
```
87
Properties=species:S:1:pos:R:3:forces:R:3
Pb 0.034 0.511 -0.127 0.1 0.1 0.0
As 3.134 -2.408 1.137 0.0 0.2 0.0
S 1.053 -2.295 0.934 -0.1 -0.1 0.0
S -2.845 -1.472 1.518 0.0 0.1 0.0
O -3.546 -0.427 2.307 -0.1 0.0 0.0
O 3.496 0.545 -3.084 0.0 0.0 0.0
O -2.775 -2.075 -2.884 0.0 0.0 0.0
N -1.372 3.847 1.279 0.0 -0.1 -0.1
N -0.996 5.048 1.597 0.0 0.0 0.1
N 1.624 3.251 2.927 0.0 0.0 0.0
N 1.362 2.579 -1.124 -0.1 0.0 -0.1
N -0.936 -0.993 -1.946 0.1 0.0 0.1
N 3.720 2.176 2.680 0.0 -0.1 0.0
N 4.123 1.035 2.098 0.0 0.0 0.1
N -2.608 0.906 -0.943 0.0 0.0 0.0
N 1.993 1.168 1.737 0.0 0.0 -0.1
N 0.176 4.997 2.252 0.0 0.0 0.0
N -0.460 2.947 1.711 0.0 0.0 0.1
N 3.112 0.446 1.545 0.0 0.0 0.0
N 1.561 -0.019 -1.926 -0.1 -0.1 0.0
C -0.836 -4.483 3.384 0.0 0.0 0.0
C -1.976 -2.488 2.724 0.0 -0.1 0.0
C 1.383 -1.309 -2.460 0.0 0.0 0.0
C 2.317 4.734 -0.779 0.1 0.0 0.0
C 2.196 -3.405 -3.372 0.0 0.0 0.0
C -4.078 -2.686 1.038 0.0 0.0 -0.1
C -1.605 -1.861 3.901 0.0 0.0 0.0
C 2.559 0.774 -2.303 0.0 0.0 0.0
C -5.351 0.647 -1.151 0.0 0.0 0.0
C -0.843 -2.559 4.827 0.0 0.0 0.0
C -6.010 -4.481 0.242 0.0 0.0 0.0
C 0.062 -1.836 -2.447 0.0 0.0 0.0
C -2.217 -1.176 -2.218 0.0 0.0 0.0
C 3.511 4.299 -1.335 0.0 0.0 0.0
C 3.730 -2.083 2.948 0.0 -0.1 0.0
C 4.312 -1.531 -0.113 0.0 -0.1 0.0
C 3.596 3.008 -1.823 0.0 -0.1 0.0
C 2.422 -2.100 -2.951 0.0 0.0 0.0
C -4.511 -0.284 -1.738 0.0 0.0 0.0
C -5.235 -2.814 1.792 0.0 0.0 0.0
C -4.797 1.707 -0.453 0.0 0.0 0.0
C -4.858 -4.329 -0.513 0.0 0.0 0.0
C 0.916 -3.930 -3.330 0.0 0.0 0.0
C -0.462 -3.868 4.571 0.0 0.0 0.0
C -3.414 1.798 -0.369 0.0 0.0 0.0
C 3.601 -4.274 0.866 0.0 0.0 0.0
C 2.412 2.220 2.432 0.0 -0.1 0.0
C -0.142 -3.146 -2.887 0.0 0.0 0.0
C 1.265 3.838 -0.697 0.0 0.0 0.0
C 0.463 3.698 2.299 -0.1 0.1 -0.1
C -6.202 -3.720 1.393 0.0 0.0 0.0
C 2.492 2.172 -1.702 0.1 0.0 0.0
C -3.882 -3.419 -0.120 -0.1 0.0 0.0
C -3.135 -0.123 -1.608 -0.1 0.0 0.0
C -1.589 -3.792 2.450 0.0 0.0 0.0
H 4.995 -0.898 0.449 0.0 0.0 0.0
H -2.927 2.599 0.181 0.0 0.0 0.0
H -1.856 -4.259 1.511 0.0 0.0 0.0
H 3.409 -1.671 -3.013 0.0 0.0 0.0
H -7.112 -3.831 1.970 0.0 0.0 0.0
H -1.907 -0.835 4.070 0.0 0.0 0.0
H -5.364 -2.186 2.665 0.0 0.0 0.0
H -1.148 -3.534 -2.884 0.0 0.0 0.0
H 4.671 -4.427 1.022 0.0 0.0 0.0
H -0.536 -2.071 5.743 0.0 0.0 0.0
H 0.726 -4.947 -3.658 0.0 0.0 0.0
H 4.365 4.964 -1.392 0.0 0.0 0.0
H 2.972 -1.472 3.429 0.0 0.0 0.0
H -0.519 -5.496 3.171 0.0 0.0 0.0
H 0.313 4.135 -0.277 0.0 0.0 0.0
H -3.007 -3.264 -0.741 0.0 0.0 0.0
H 3.714 -0.909 -0.768 0.0 0.0 0.0
H 3.024 -4.883 1.560 0.0 0.0 0.0
H 3.327 -4.531 -0.157 0.0 0.0 0.0
H -5.413 2.448 0.039 0.0 0.0 0.0
H 3.832 -3.043 3.456 0.0 0.0 0.0
H 4.483 2.612 -2.295 0.0 0.0 0.0
H -6.427 0.539 -1.228 0.0 0.0 0.0
H 4.839 -2.293 -0.687 0.0 0.0 0.0
H 2.193 5.735 -0.390 0.0 0.0 0.0
H 3.024 -4.000 -3.743 0.0 0.0 0.0
H 4.671 -1.536 2.937 0.0 0.0 0.0
H 0.143 -4.406 5.291 0.0 0.0 0.0
H -4.874 -1.141 -2.287 0.0 0.0 0.0
H 2.188 4.019 3.252 0.0 0.0 0.0
H -4.718 -4.892 -1.427 0.0 0.0 0.0
H -6.774 -5.182 -0.073 0.0 0.0 0.0
```
Forces are in eV/Å.

Below is a molecular structure, C35H32BF2N2O4PS2W, with properties calculated with the ωB97M-V functional and the def2-TZVPD basis.

Summary:
Total energy = -3192.49335 a.u.
Orbital gap (spin up / spin down) = 6.61 / 6.68 eV
Net charge = +2

Geometry as XYZ:
```
80
Properties=species:S:1:pos:R:3:forces:R:3
W -0.501 -0.142 -0.837 0.2 -0.4 0.7
S -0.899 1.219 -3.692 0.0 0.1 0.1
S -2.974 -1.518 -1.536 0.1 0.2 0.0
P 3.139 -0.288 0.910 0.0 0.0 -0.1
F 0.810 -0.621 -2.112 0.0 0.0 0.0
F 1.244 2.506 -0.819 0.0 -0.1 0.0
O 2.531 1.012 0.228 0.0 -0.1 0.0
O -3.336 -2.828 -1.105 0.0 0.0 0.0
O -1.779 -1.387 -2.391 0.0 0.0 0.0
O -0.986 1.375 -2.133 -0.1 0.2 -0.3
N -2.462 -0.533 -0.352 0.1 0.0 -0.2
N -1.107 0.959 1.109 -0.1 0.1 0.1
C 5.779 -0.967 1.151 0.0 0.0 0.0
C -2.046 2.021 3.566 0.0 0.0 -0.1
C 6.376 -0.303 -1.490 0.0 0.0 0.0
C 3.107 0.343 5.402 0.0 0.0 0.0
C 5.091 -0.115 -1.015 0.0 0.0 0.0
C 0.719 -1.518 0.790 -0.2 0.3 -0.2
C -3.137 -0.199 0.818 0.0 0.0 0.0
C -0.389 1.797 1.850 0.1 0.0 0.0
C -0.814 2.343 3.065 0.0 0.0 0.1
C -4.891 -0.107 2.450 0.0 0.0 0.0
C 4.795 -0.449 0.308 0.0 0.0 0.1
C -4.360 -0.740 -2.274 0.1 0.0 0.1
C 0.267 -3.344 -0.784 0.1 -0.1 0.0
C 2.786 -1.109 3.516 0.0 0.0 0.0
C -0.197 -2.372 0.155 0.0 0.2 -0.1
C -5.581 1.243 -2.807 0.0 0.0 0.0
C 0.652 2.019 -4.062 0.0 0.0 0.0
C -2.354 0.658 1.611 -0.1 -0.1 -0.1
C 2.513 -2.539 -0.518 0.0 0.1 0.1
C 3.400 1.405 4.553 0.0 0.0 0.0
C -4.480 0.646 -2.216 0.0 0.0 0.0
C 7.061 -1.156 0.662 0.0 0.0 0.0
C 3.077 -0.042 2.666 0.0 0.0 -0.1
C -6.401 -0.921 -3.495 0.0 0.0 0.0
C -5.313 -1.535 -2.895 0.0 -0.1 0.0
C 2.101 -1.622 0.406 0.1 0.0 0.0
C 7.357 -0.824 -0.653 0.0 0.0 0.0
C 3.389 1.218 3.182 0.0 0.0 0.0
C -6.533 0.460 -3.451 0.0 0.0 0.0
C 2.802 -0.910 4.888 0.0 0.0 0.0
C -4.385 -0.589 1.223 0.1 0.0 0.0
C -4.159 0.740 3.232 0.0 0.0 0.0
C -2.020 2.489 -4.239 0.0 0.0 0.0
C 1.586 -3.434 -1.106 -0.1 0.0 0.0
C -2.864 1.146 2.825 0.1 0.0 0.0
B 1.277 1.247 -0.369 -0.2 -0.1 -0.1
H 7.830 -1.554 1.309 0.0 0.0 0.0
H 4.326 0.299 -1.660 0.0 0.0 0.0
H -1.803 3.415 -3.709 0.0 0.0 0.0
H 0.592 2.084 1.502 0.0 0.0 0.0
H 3.630 2.039 2.517 0.0 0.0 0.0
H 1.439 1.356 -3.709 0.0 0.0 0.0
H 2.581 -1.733 5.554 0.0 0.0 0.0
H -0.457 -4.022 -1.218 0.0 0.0 0.0
H -3.032 2.145 -4.039 0.0 0.0 0.0
H 1.933 -4.178 -1.808 0.0 0.0 0.0
H 3.647 2.376 4.962 0.0 0.0 0.0
H -5.877 -0.419 2.765 0.0 0.0 0.0
H -3.737 1.238 -1.697 0.0 0.0 0.0
H 0.462 -1.010 1.712 0.0 -0.1 0.0
H 8.361 -0.967 -1.029 0.0 0.0 0.0
H -0.149 3.017 3.585 0.0 0.0 0.0
H 3.125 0.493 6.473 0.0 0.0 0.0
H 6.618 -0.039 -2.510 0.0 0.0 0.0
H -4.980 -1.263 0.619 0.0 0.0 0.0
H -4.553 1.111 4.169 0.0 0.0 0.0
H -1.884 2.610 -5.314 0.0 0.0 0.0
H 2.555 -2.088 3.112 0.0 0.0 0.0
H -7.151 -1.523 -3.988 0.0 0.0 0.0
H -2.395 2.425 4.507 0.0 0.0 0.0
H 5.549 -1.212 2.181 0.0 0.0 0.0
H -1.187 -2.503 0.573 0.0 0.0 0.0
H 0.726 2.129 -5.144 0.0 0.0 0.0
H -7.393 0.931 -3.908 0.0 0.0 0.0
H 3.555 -2.580 -0.813 0.0 0.0 0.0
H -5.204 -2.612 -2.900 0.0 0.0 0.0
H 0.691 2.982 -3.558 0.0 0.0 0.0
H -5.707 2.316 -2.753 0.0 0.0 0.0
```
Forces are in eV/Å.